P.
C43H44CuNO2P2S as an isolated structure. Source: OMol25; level of theory: the ωB97M-V functional and the def2-TZVPD basis.

Results
LUMO level (spin up / spin down) ... 2.541 / 2.536 eV
⟨S²⟩ ... 0.763
HOMO energy (spin up / spin down) ... -0.071 / -0.160 Eh

ORCA input file:
```
! RIJCOSX wB97M-V def2-TZVPD def2/J DEFGRID3
* xyz -1 2
Cu -0.3853 0.0601 -0.8211
O -2.3849 2.9827 -1.1760
S -1.8175 1.8693 -0.3403
C -0.4220 2.6805 0.5346
C -0.7322 3.4793 1.6374
C 0.1912 4.3921 2.1098
C 1.4047 4.5397 1.4429
C 1.7077 3.7111 0.3747
C 0.8422 2.7042 -0.0776
P 1.3719 1.2825 -1.3989
C 2.9197 0.8420 -0.4746
C 4.0494 1.6499 -0.3361
C 5.1668 1.2230 0.3724
C 5.1820 -0.0303 0.9686
C 4.0753 -0.8565 0.8279
C 2.9713 -0.4268 0.1033
C 1.7500 2.5798 -2.6345
C 0.7074 3.4260 -3.0241
C 0.9057 4.3967 -3.9936
C 2.1567 4.5553 -4.5813
C 3.1999 3.7257 -4.1986
C 2.9937 2.7353 -3.2403
C -2.9485 1.4592 0.9183
C -3.8049 2.5056 1.2916
C -4.7254 2.3834 2.3038
C -4.7810 1.1442 3.0239
C -4.0016 0.0929 2.6499
C -3.1047 0.1230 1.5223
P -2.0845 -1.2809 1.3336
C -0.8320 -1.1016 2.6628
C -1.0870 -1.4365 3.9967
C -0.2244 -1.0372 5.0124
C 0.8991 -0.2777 4.7255
C 1.1523 0.0858 3.4119
C 0.2935 -0.3208 2.4010
C -3.0847 -2.7162 1.8664
C -2.4956 -3.8054 2.4951
C -3.2368 -4.9465 2.7808
C -4.5753 -5.0035 2.4265
C -5.1693 -3.9254 1.7879
C -4.4237 -2.7875 1.5059
H -1.6964 3.3841 2.1191
H -0.0452 5.0039 2.9724
H 2.1154 5.2937 1.7633
H 2.6573 3.8524 -0.1285
H 4.0747 2.6323 -0.7868
H 6.0265 1.8771 0.4593
H 6.0480 -0.3606 1.5299
H 4.0665 -1.8416 1.2798
H 2.1326 -1.0965 -0.0318
H -0.2659 3.3324 -2.5490
H 0.0829 5.0387 -4.2835
H 2.3151 5.3228 -5.3295
H 4.1779 3.8401 -4.6510
H 3.8136 2.0849 -2.9635
H -3.7218 3.4325 0.7360
H -5.3684 3.2133 2.5653
H -5.4555 1.0282 3.8643
H -4.0855 -0.8165 3.2327
H -1.9720 -2.0009 4.2608
H -0.4434 -1.3153 6.0365
H 1.5656 0.0362 5.5191
H 2.0149 0.6913 3.1605
H 0.5096 -0.0070 1.3874
H -1.4440 -3.7714 2.7528
H -2.7654 -5.7889 3.2710
H -5.1562 -5.8917 2.6459
H -6.2135 -3.9682 1.5052
H -4.8780 -1.9418 1.0033
C 0.2607 -3.0785 -0.8334
C -1.1955 -2.6313 -0.9921
C -1.4105 -2.1570 -2.4321
C -2.1070 -3.8446 -0.7864
N -1.4660 -1.4577 -0.1202
H 0.4539 -3.9809 -1.4227
H 0.4741 -3.2976 0.2185
H 0.9464 -2.3001 -1.1803
H -1.1657 -2.9591 -3.1344
H -0.7648 -1.3060 -2.6809
H -2.4510 -1.8583 -2.5775
H -1.9211 -4.5546 -1.5957
H -3.1615 -3.5655 -0.8178
H -1.9133 -4.3604 0.1521
C 3.7531 -1.2916 -3.2754
C 2.5990 -0.3988 -3.7268
C 1.7743 -1.0605 -4.8217
O 1.7676 -0.1121 -2.6401
H 4.3338 -1.6747 -4.1224
H 3.3473 -2.1413 -2.7166
H 4.4286 -0.7464 -2.6100
H 3.0314 0.5198 -4.1488
H 1.3549 -2.0014 -4.4500
H 2.3762 -1.2733 -5.7117
H 0.9463 -0.4080 -5.1053
*
```

***

Q.
C43H44CuNO2P2S as an isolated structure. Source: OMol25; level of theory: the ωB97M-V functional and the def2-TZVPD basis.

Results
LUMO level (spin up / spin down) ... 2.651 / 2.646 eV
⟨S²⟩ ... 0.756
HOMO energy (spin up / spin down) ... -0.101 / -0.159 Eh

ORCA input file:
```
! RIJCOSX wB97M-V def2-TZVPD def2/J DEFGRID3
* xyz -1 2
Cu -0.0776 1.3727 1.1790
O -3.2396 -1.4077 2.2072
S -1.9320 -1.1010 1.5503
C -2.0132 -1.8768 -0.0870
C -2.4083 -3.2120 -0.1269
C -2.5088 -3.8631 -1.3415
C -2.2262 -3.1553 -2.5063
C -1.8714 -1.8182 -2.4412
C -1.7645 -1.1290 -1.2259
P -1.2680 0.9393 -1.0479
C -3.0423 1.4073 -0.9341
C -3.4025 2.4407 -0.0740
C -4.7330 2.7890 0.0990
C -5.7287 2.1227 -0.6000
C -5.3810 1.1019 -1.4735
C -4.0506 0.7446 -1.6323
C -0.8395 0.9301 -2.8256
C -1.5747 1.6122 -3.7871
C -1.1716 1.6159 -5.1188
C -0.0306 0.9295 -5.5009
C 0.7027 0.2293 -4.5478
C 0.2975 0.2288 -3.2256
C -0.7790 -2.3345 2.2622
C -1.3373 -3.2139 3.1766
C -0.5784 -4.2667 3.6707
C 0.7256 -4.4493 3.2325
C 1.2819 -3.5414 2.3436
C 0.5562 -2.4484 1.8823
P 1.2743 -1.1804 0.7823
C 2.7772 -0.6068 1.6474
C 3.2008 -0.9925 2.9137
C 4.3198 -0.4112 3.4923
C 5.0384 0.5627 2.8141
C 4.6146 0.9701 1.5576
C 3.4877 0.3980 0.9893
C 1.9543 -2.2533 -0.5502
C 1.0691 -3.1413 -1.1673
C 1.4381 -3.8411 -2.3032
C 2.7027 -3.6695 -2.8515
C 3.5935 -2.7993 -2.2426
C 3.2232 -2.0973 -1.1029
H -2.6368 -3.7262 0.7979
H -2.8036 -4.9042 -1.3838
H -2.2984 -3.6431 -3.4723
H -1.6967 -1.2979 -3.3763
H -2.6198 2.9576 0.4654
H -4.9906 3.5819 0.7906
H -6.7685 2.3912 -0.4617
H -6.1454 0.5740 -2.0305
H -3.8006 -0.0604 -2.3113
H -2.4716 2.1461 -3.4959
H -1.7562 2.1548 -5.8547
H 0.2849 0.9320 -6.5369
H 1.5912 -0.3196 -4.8340
H 0.8698 -0.3331 -2.4937
H -2.3695 -3.0607 3.4618
H -1.0158 -4.9561 4.3825
H 1.3130 -5.2869 3.5870
H 2.3035 -3.6759 2.0061
H 2.6355 -1.7200 3.4787
H 4.6228 -0.7152 4.4864
H 5.9093 1.0162 3.2704
H 5.1441 1.7526 1.0277
H 3.1348 0.7603 0.0282
H 0.0741 -3.2833 -0.7630
H 0.7251 -4.5131 -2.7650
H 2.9899 -4.2097 -3.7453
H 4.5873 -2.6622 -2.6519
H 3.9382 -1.4262 -0.6440
C 0.7563 4.2260 0.2589
C 0.2275 3.4439 -0.9476
C -0.7188 4.3638 -1.7323
C 1.4279 3.0816 -1.8277
N -0.5061 2.2932 -0.4221
H 1.2888 5.1252 -0.0643
H 1.4405 3.6071 0.8441
H -0.0684 4.5178 0.9102
H -0.2311 5.3115 -1.9777
H -1.6064 4.5772 -1.1353
H -1.0374 3.9021 -2.6657
H 2.0340 3.9696 -2.0294
H 1.1219 2.6636 -2.7840
H 2.0571 2.3476 -1.3172
C 1.5114 2.1554 4.0141
C 0.5777 0.9474 4.0351
C -0.7424 1.2889 4.7315
O 0.3514 0.4485 2.7677
H 1.6929 2.5565 5.0156
H 1.0691 2.9477 3.4014
H 2.4695 1.8794 3.5692
H 1.0827 0.1628 4.6378
H -1.2598 2.0626 4.1570
H -0.5992 1.6526 5.7544
H -1.3877 0.4107 4.7578
*
```

***

Which one sits at the top of the stability order? Q does.

***

P.
C8H12S as an isolated structure. Source: OMol25; level of theory: the ωB97M-V functional and the def2-TZVPD basis.

Results
LUMO level ... 0.947 eV
HOMO energy ... -0.287 Eh

ORCA input file:
```
! RIJCOSX wB97M-V def2-TZVPD def2/J DEFGRID3
* xyz 0 1
C -0.5618 0.2649 1.2825
C -0.6423 0.3626 -0.0418
C -1.7471 1.2347 1.4570
C 0.6665 -0.5506 1.7759
C -1.7190 1.4204 -0.1095
C 0.9516 -1.6023 0.7096
C 0.8167 -0.9433 -0.6531
C 1.3453 0.6265 -2.5471
S 2.1348 0.0150 -1.1414
H -2.7272 0.8053 1.9290
H -1.5908 2.2517 1.9136
H 1.4872 0.1813 1.7791
H 0.5890 -1.0025 2.7656
H -1.2838 2.4048 -0.5050
H -2.6001 1.3275 -0.7236
H 1.9253 -2.0448 0.9277
H 0.1743 -2.3882 0.6896
H 0.4009 -1.4714 -1.4917
H 1.2196 -0.3316 -3.1436
H 2.1580 1.0809 -3.0709
H 0.4540 1.2819 -2.5849
*
```

***

Q.
A single C8H12S molecule. Source: OMol25; level of theory: the ωB97M-V functional and the def2-TZVPD basis.

Results
Structure (SMILES) ... C[C@H]1CCC2=C1[C@H](S)C2
LUMO level ... 0.885 eV
HOMO energy ... -0.314 Eh

ORCA input file:
```
! RIJCOSX wB97M-V def2-TZVPD def2/J DEFGRID3
* xyz 0 1
C -0.1363 -1.3380 0.0232
C -0.4032 -0.1407 -0.4956
C 1.3284 -1.3967 0.5112
C -1.5869 -1.8161 -0.0945
C 1.7882 0.1091 0.2193
C 0.6538 0.9150 -0.5527
C -1.8371 -0.4148 -0.7127
C 0.1904 2.2236 0.1736
S -3.0043 0.5253 0.2877
H 1.3647 -1.7481 1.5954
H 1.8251 -2.1455 -0.1807
H -1.8013 -2.7286 -0.8487
H -2.0221 -2.1326 0.7950
H 1.8801 0.5650 1.2649
H 2.8265 0.2000 -0.0449
H 0.9990 1.2019 -1.4972
H -2.1259 -0.5141 -1.6931
H 0.3880 2.0849 1.2850
H -0.8305 2.4041 -0.2358
H 0.7646 3.2700 -0.0023
H -2.2901 0.5309 1.5493
*
```

***

Which one sits at the top of the stability order? Q does.